Here is a molecular structure, C45H29AsBr2CdF4N3OPS2 at a distorted geometry from the Open Molecules 2025 dataset. Energies are from wB97M-V/def2-TZVPD.

Computed properties:
LUMO level in eV: -0.27
Max |F| in hartree/bohr: 0.02660
Total charge: 0
Energy relative to the best compared isomer or geometry (same formula, charge and spin) in kcal/mol: 13.72
Gap between HOMO and LUMO in eV: 6.94

```
89
Properties=species:S:1:pos:R:3:forces:R:3:mulliken_charge:R:1
Cd 0.0519 0.3079 -0.6601 -0.55 0.02 0.30 2.0102
S 2.2229 0.5799 0.4739 0.00 -0.31 0.23 -0.4251
C 2.7966 1.8014 -0.6256 -1.18 0.18 -0.48 1.1219
C 4.1906 1.9579 -0.5750 0.87 0.25 0.07 -0.8913
N 5.3322 2.0497 -0.4816 0.32 0.07 0.00 -0.6191
C 2.0674 2.5607 -1.5056 -0.10 -0.93 1.00 1.2213
S 0.3536 2.4887 -1.7863 -0.26 -0.22 -0.38 -0.7151
C 2.7329 3.4812 -2.3348 0.39 0.52 -0.43 -0.6745
N 3.2261 4.2418 -3.0409 0.17 0.16 -0.16 -0.5897
F -0.8986 2.4211 7.4612 -0.02 0.04 -0.24 -0.2908
C -0.9341 2.3473 6.1313 -0.01 -0.10 -0.19 0.4806
C -1.4031 3.4187 5.3757 -0.03 -0.04 -0.12 0.3050
F -1.8202 4.5340 5.9768 0.08 -0.21 -0.02 -0.2956
C -1.4571 3.3087 3.9902 -0.01 -0.20 0.05 0.4601
F -1.9670 4.3227 3.2902 -0.01 0.04 0.34 -0.3583
C -1.0248 2.1661 3.3248 0.18 -0.20 -0.08 -0.9577
P -0.9038 2.0873 1.4768 -0.43 0.51 0.55 0.7403
C -2.6581 2.2432 1.0272 0.16 0.02 -0.09 0.6787
C -3.6809 1.7492 1.8333 0.16 0.08 -0.04 -0.7576
C -4.9880 1.7774 1.3807 -0.10 -0.07 0.02 -0.7164
C -5.2794 2.2736 0.1207 -0.09 0.04 -0.02 -0.7146
C -4.2588 2.7286 -0.6989 -0.09 -0.02 -0.07 -0.8644
C -2.9501 2.7004 -0.2570 -0.01 -0.04 0.06 -0.5039
C -0.1323 3.7276 1.2322 0.14 -0.19 -0.13 1.0255
C -0.7498 4.8676 0.7339 0.11 -0.14 0.07 -0.1744
C -0.0021 6.0136 0.5353 -0.07 0.03 -0.08 -0.7523
C 1.3556 6.0269 0.8137 0.04 0.01 -0.03 -0.6787
C 1.9729 4.8942 1.3203 -0.01 0.15 0.09 -0.4577
C 1.2283 3.7509 1.5381 -0.25 -0.13 0.08 -1.2271
C -0.5706 1.1027 4.0996 -0.09 -0.03 0.09 0.4880
Br -0.0396 -0.5178 3.2778 0.11 -0.12 0.28 -0.0055
C -0.5337 1.1812 5.4861 -0.04 0.01 -0.20 0.1690
F -0.1317 0.1329 6.2064 -0.01 0.20 0.13 -0.3299
H -3.4555 1.3376 2.8105 -0.01 0.08 0.04 0.4949
H -5.7845 1.4204 2.0179 -0.06 -0.05 0.04 0.4414
H -6.3032 2.3134 -0.2184 -0.11 -0.02 -0.05 0.4206
H -4.4812 3.1115 -1.6828 -0.04 0.02 -0.13 0.4733
H -2.1473 3.0302 -0.9054 -0.04 0.07 -0.01 0.4983
H -1.8035 4.8633 0.5058 -0.12 0.04 -0.01 0.5422
H -0.4830 6.8987 0.1458 -0.02 0.09 -0.03 0.4502
H 1.9286 6.9224 0.6282 0.09 0.07 0.00 0.3872
H 3.0281 4.8990 1.5465 0.12 0.01 0.00 0.4667
H 1.6891 2.8545 1.9404 0.10 0.07 -0.08 0.3739
O -5.7964 -2.9883 -0.6248 -0.29 -0.16 -0.02 -0.5586
C -4.6423 -2.3246 -0.5050 0.70 0.38 0.13 0.6734
C -3.8921 -2.2562 0.6727 -0.07 -0.05 -0.16 -0.6841
C -2.7065 -1.5469 0.6667 -0.17 -0.19 0.23 -0.7063
N -2.2379 -0.9066 -0.3996 0.67 0.47 -0.31 0.6864
C -2.9613 -0.9705 -1.5065 -0.11 0.00 -0.18 -0.0658
Br -2.2824 -0.0345 -3.0077 -0.11 -0.08 0.10 -0.0573
C -4.1489 -1.6598 -1.6294 -0.16 -0.13 0.11 -0.8193
H -6.0577 -3.4118 0.2036 0.13 0.10 -0.06 0.3212
H -4.2152 -2.7561 1.5739 -0.03 -0.03 0.08 0.4099
H -2.0922 -1.4939 1.5540 0.00 0.02 0.11 0.3191
H -4.6885 -1.6974 -2.5602 -0.05 0.05 -0.10 0.5294
C 1.7043 -6.2547 -4.2620 0.02 -0.06 -0.03 -0.4788
C 2.5828 -5.1906 -4.3641 0.00 -0.09 -0.03 -0.8117
C 2.3968 -4.0576 -3.5904 0.09 0.34 0.13 -0.3301
C 1.3337 -3.9770 -2.6988 -0.36 0.17 -0.06 0.7461
C 0.4560 -5.0528 -2.6030 -0.09 0.19 0.22 -0.3422
C 0.6442 -6.1869 -3.3723 -0.06 -0.08 0.02 -0.7523
As 0.9430 -2.3216 -1.6782 0.83 -0.46 -0.18 0.0973
C 2.4730 -1.2897 -2.3149 -0.15 0.11 -0.15 0.9437
C 2.1287 -0.3558 -3.2930 -0.42 -0.30 0.04 -0.5262
C 3.0872 0.4619 -3.8650 0.20 0.03 -0.09 -0.8042
C 4.4073 0.3587 -3.4559 -0.09 0.02 -0.17 -0.5152
C 4.7678 -0.5934 -2.5163 0.01 -0.13 0.05 -0.9706
C 3.8100 -1.4244 -1.9599 -0.02 -0.18 0.21 -0.2911
C 1.2797 -3.0199 0.1273 -0.10 0.17 -0.08 1.5609
C 2.3963 -2.8132 0.9241 0.23 0.18 -0.20 -0.2210
C 2.4574 -3.3487 2.1996 0.07 -0.02 0.08 -0.8125
C 1.4025 -4.0866 2.7042 -0.01 0.00 0.07 -0.6092
C 0.2688 -4.2729 1.9316 -0.10 -0.10 0.11 -0.8469
C 0.2097 -3.7381 0.6596 -0.17 0.12 -0.41 -0.7727
H 1.8414 -7.1322 -4.8768 0.01 -0.07 -0.02 0.3781
H 3.4154 -5.2343 -5.0519 0.04 -0.01 -0.04 0.4064
H 3.0894 -3.2303 -3.6852 -0.05 -0.05 -0.04 0.3625
H -0.3821 -4.9974 -1.9149 0.01 -0.09 -0.10 0.2427
H -0.0441 -7.0152 -3.2853 -0.05 -0.06 0.00 0.3896
H 1.0896 -0.2963 -3.6282 0.24 0.15 0.11 0.4317
H 2.8069 1.1834 -4.6193 -0.04 0.07 0.00 0.4357
H 5.1547 1.0160 -3.8726 0.07 0.08 -0.02 0.3561
H 5.7992 -0.6829 -2.2080 0.05 0.01 0.04 0.4350
H 4.1080 -2.1815 -1.2449 0.04 0.06 -0.04 0.4691
H 3.2190 -2.2092 0.5707 -0.01 0.00 0.01 0.0192
H 3.3370 -3.1854 2.8032 0.10 0.05 0.06 0.4343
H 1.4603 -4.5048 3.6973 -0.01 -0.03 0.11 0.3959
H -0.5688 -4.8305 2.3237 -0.09 -0.07 0.03 0.4073
H -0.6845 -3.8665 0.0522 0.00 -0.05 0.16 0.2754
```
Positions in Å, forces in eV/Å.